[1]
56
Properties=species:S:1:pos:R:3:forces:R:3 method="wB97M-V/def2-TZVPD" total_energy_ev=-59365.176 e_above_lowest_kcal_mol=0.0 total_charge=-1 homo_energy_ev=-0.94
C 1.58124 3.86901 3.16829 0.09 -0.01 -0.22
C 0.21255 3.73536 2.49613 -0.10 0.20 0.31
C -0.55155 2.43506 2.81167 -0.43 0.30 -0.15
O -0.22586 2.11364 4.16830 0.02 -0.45 -0.14
C -1.14412 1.69533 5.07677 -0.08 -0.01 0.44
O -1.01942 0.71709 5.74385 0.15 0.22 -0.16
P -2.34714 2.92101 2.40374 0.17 0.11 -0.59
P -3.66517 1.16499 2.38879 -0.11 -0.05 -0.11
O -3.70055 0.57377 1.06298 -0.05 0.02 0.20
O -5.06022 1.83870 2.84204 0.06 -0.01 0.05
O -3.31592 0.13168 3.55852 0.06 0.08 -0.02
N -0.17809 1.32790 1.89198 0.75 0.01 0.47
C 1.10597 1.44646 1.27236 0.22 -0.16 -0.02
O 2.11512 0.91700 1.59498 -0.45 0.10 -0.35
F 1.03782 2.24557 0.20485 0.01 -0.10 0.20
C -0.32940 -0.04389 2.36194 0.37 0.97 -0.01
O -1.03292 -0.82013 1.86269 -0.73 -0.81 -0.29
F 0.46595 -0.31986 3.37907 0.14 -0.10 0.30
H 2.22602 3.00676 2.99481 -0.05 0.04 0.08
H 2.08911 4.74164 2.75204 -0.04 -0.03 0.06
H 1.47297 4.01418 4.24247 0.04 -0.08 -0.06
H -0.42357 4.54655 2.87019 0.07 -0.01 -0.04
H 0.26228 3.87620 1.41848 -0.04 -0.04 0.07
H -1.95523 2.41905 5.24571 -0.06 -0.07 -0.25
H -2.72361 3.50480 3.63571 0.02 -0.12 0.15
H -4.98013 2.50891 3.52982 -0.06 0.01 0.01
H -3.69100 0.34950 4.41893 0.00 -0.09 0.05
C -0.27446 -3.62257 -1.46808 -0.02 0.00 0.05
C -0.20306 -2.17684 -2.00122 0.09 -0.02 0.22
C 0.82652 -1.39904 -1.16483 0.19 0.24 0.07
C 2.29014 -1.76227 -1.44310 -0.01 0.05 -0.06
C 2.51043 -2.23761 -2.88742 0.06 -0.04 0.10
C 1.43666 -1.75621 -3.86799 0.16 0.16 0.08
N 0.14192 -2.24279 -3.43316 -0.17 -0.46 -0.23
O -0.87734 -1.81078 -4.29586 0.02 0.16 0.00
C 1.72131 -2.39967 -5.22770 0.14 0.05 -0.12
C 1.51981 -0.22496 -4.05616 0.03 0.08 -0.03
C -1.55982 -1.52365 -1.77068 -0.14 0.10 0.13
H -1.01819 -4.17215 -2.04701 0.03 0.00 -0.04
H -0.55713 -3.65494 -0.40722 -0.02 0.04 -0.02
H 0.68710 -4.12728 -1.58655 0.00 0.01 -0.02
H 0.68185 -0.33166 -1.36088 -0.06 -0.03 -0.05
H 0.61509 -1.53197 -0.09733 -0.07 -0.11 -0.01
H 2.91204 -0.88300 -1.24694 0.00 0.00 0.03
H 2.63255 -2.52943 -0.74269 -0.02 -0.04 -0.03
H 3.49525 -1.90721 -3.23545 -0.02 0.01 -0.06
H 2.52378 -3.33132 -2.92592 -0.10 0.00 0.02
H 1.59740 -3.48140 -5.15038 -0.02 0.00 0.02
H 2.74589 -2.17819 -5.55442 -0.01 0.01 0.02
H 1.01780 -2.02595 -5.96941 -0.07 -0.03 0.05
H 2.50602 0.06914 -4.43494 0.00 -0.03 -0.01
H 1.34396 0.31607 -3.12555 0.02 0.02 -0.01
H 0.75755 0.07930 -4.77325 -0.08 -0.06 0.06
H -1.78905 -1.52821 -0.69916 0.04 0.00 0.01
H -2.34716 -2.05070 -2.30354 0.06 0.00 -0.09
H -1.56197 -0.49100 -2.12030 0.01 -0.03 -0.09

[2]
51
Properties=species:S:1:pos:R:3:forces:R:3 method="wB97M-V/def2-TZVPD" s2=6.020 total_energy_ev=-80123.415 e_above_lowest_kcal_mol=6.7 total_charge=+1 multiplicity=5 homo_energy_ev="-11.10 / -11.97"
Fe -0.42631 -0.17696 0.03437 -1.90 -0.34 2.38
P 0.66493 -2.01883 -0.33456 0.52 -1.28 0.39
C 1.83691 -1.38750 -1.59998 0.75 -1.46 0.25
C 1.77340 0.12811 -1.69635 -1.34 0.86 -1.51
N 0.77108 0.78483 -1.02500 1.89 1.63 -1.15
C 0.48674 2.12225 -1.16063 0.73 -0.14 -0.33
C 1.12555 2.85897 -2.15614 0.47 -0.32 0.02
C 2.04826 2.16770 -2.96368 0.12 -0.04 0.19
C 2.39725 0.82675 -2.72230 0.24 0.16 -0.12
C -0.47813 2.76412 -0.15948 -0.32 0.29 0.32
P -0.53929 1.73344 1.38443 0.47 0.18 0.34
H 3.11211 0.27943 -3.35501 -0.30 0.56 0.29
H 0.95485 3.94653 -2.26719 -0.01 -0.91 -0.06
H 2.52531 2.68658 -3.79515 -0.10 -0.09 0.24
H -0.17016 3.76903 0.16870 0.44 -0.25 -0.45
H -1.48596 2.97252 -0.54618 0.19 -0.69 -0.27
H 2.81114 -1.91972 -1.48369 -0.07 1.22 0.24
H 1.50042 -1.97237 -2.49846 0.05 1.46 0.24
H 4.94993 0.70456 0.88037 0.94 -0.59 0.19
O 5.74360 0.14284 1.04269 -1.71 -0.89 0.48
H 5.36258 -0.69176 1.44743 0.75 1.48 -0.66
H 2.01168 0.10441 3.34901 -0.04 -0.84 0.50
O 1.97087 -0.72857 3.86888 0.00 0.97 -0.84
H 2.08051 -0.42483 4.77266 0.05 -0.11 0.27
C 0.71791 2.60343 2.39809 -0.05 0.14 0.13
H 0.66944 3.66077 2.12464 0.13 -0.03 0.25
H 0.48635 2.50783 3.46213 -0.01 -0.05 -0.12
H 1.74408 2.25309 2.24085 -0.25 0.00 -0.17
C -2.07287 1.97983 2.28754 -1.34 0.39 0.93
H -1.97430 1.47117 3.27816 0.11 0.32 -0.74
H -2.31772 3.04320 2.50461 0.28 -0.56 -0.21
H -2.97762 1.52446 1.82117 0.88 0.26 0.00
C -0.13156 -3.20002 -1.42652 -0.26 -0.61 -0.04
H 0.68326 -3.84586 -1.78880 -0.50 -0.13 -0.07
H -0.89260 -3.78316 -0.90232 0.11 -0.02 -0.12
H -0.59021 -2.66562 -2.27293 0.14 -0.21 0.31
C 1.43395 -2.98057 1.01072 0.21 -0.28 -0.34
H 0.63748 -3.58754 1.50070 0.51 0.49 -0.38
H 2.17793 -3.64711 0.54039 -0.11 0.11 0.60
H 1.87494 -2.30158 1.76693 -0.14 -0.47 -0.44
O -2.45135 0.85378 -2.03418 -0.66 -1.02 0.75
C -2.91963 -0.05430 -1.34324 0.83 0.32 0.01
C -4.23723 -0.77406 -1.46980 -0.55 0.19 -0.53
C -4.29686 -1.71440 -0.26781 -0.69 -0.19 -0.15
C -2.94275 -1.60940 0.38663 0.55 -0.33 0.06
O -2.50570 -2.29851 1.30145 -0.27 0.90 -0.94
N -2.22278 -0.60965 -0.27599 -1.30 -0.18 -0.17
H -5.05251 -0.03941 -1.46982 0.18 -0.19 -0.17
H -4.26521 -1.31158 -2.43449 0.00 0.31 0.36
H -5.07805 -1.39876 0.43439 0.22 -0.17 0.00
H -4.52362 -2.74756 -0.55725 0.15 0.19 0.24